26
Properties=species:S:1:pos:R:3:forces:R:3:mulliken_charge:R:1 method="wB97M-V/def2-TZVPD" orbital_gap_ev="9.86 / 12.08" total_charge=-2 e_homo_ev="-5.91 / -6.99" multiplicity=3 de_lowest_kcal_mol=0.0 total_energy_ha=-3066.922281
V 0.044 -0.012 0.034 -0.858 -0.680 -0.347 2.378
B -0.785 -2.549 0.559 -0.999 -2.186 0.183 0.422
F 0.529 -2.078 0.444 0.841 0.376 0.157 -0.101
F -1.068 -3.015 1.832 0.258 0.044 -0.249 -0.401
F -1.578 -1.411 0.279 0.272 0.670 0.284 -0.096
F -1.004 -3.528 -0.406 -0.051 0.138 0.279 -0.381
B 2.331 1.137 1.114 1.674 -0.320 -0.208 0.289
F 3.311 1.509 0.201 0.072 0.369 0.473 -0.379
F 2.070 -0.255 0.864 -0.570 -0.291 -0.293 -0.158
F 2.711 1.275 2.432 -0.228 0.390 -0.281 -0.367
F 1.118 1.760 0.762 -0.335 0.420 0.274 -0.124
B -1.151 0.526 2.491 -1.833 0.655 1.245 0.067
F -0.963 1.530 3.439 0.357 -0.493 -0.309 -0.388
F 0.022 -0.166 2.129 0.787 -0.676 0.378 -0.219
F -2.157 -0.342 2.889 0.383 0.039 0.193 -0.388
F -1.486 1.071 1.245 -0.465 0.833 -0.489 -0.135
B -1.588 1.603 -1.800 -0.516 0.363 0.524 0.093
F -0.587 2.089 -0.924 0.440 1.020 -0.428 -0.229
F -1.778 0.347 -1.150 -0.004 -0.882 -0.321 -0.117
F -2.776 2.323 -1.700 0.316 0.086 -0.235 -0.373
F -1.152 1.447 -3.087 -0.091 0.184 -0.055 -0.339
B 1.233 -0.681 -2.405 0.011 -0.772 -0.221 0.127
F 0.064 -1.233 -1.782 -0.349 -0.870 -0.714 -0.230
F 2.298 -1.563 -2.311 -0.335 0.472 -0.052 -0.380
F 1.017 -0.197 -3.651 0.113 -0.275 -0.425 -0.313
F 1.324 0.415 -1.498 1.113 1.387 0.637 -0.258